ORCA calculation (ωB97M-V with the def2-TZVPD basis set) on a 9-piece molecular cluster, C3H22N2O10 overall in a non-equilibrium geometry.

Geometry (Å):
O 0.752 -0.891 1.551
C 0.169 -0.167 0.789
C -1.306 0.091 0.884
N -1.673 1.356 0.435
C -1.553 1.798 -0.913
N -1.627 0.843 -1.880
O -1.601 2.995 -1.260
H 0.608 0.492 0.018
H -1.776 -0.725 0.250
H -1.638 -0.230 2.038
H -1.873 2.035 1.196
H -1.733 1.153 -2.790
H -1.901 -0.148 -1.691
H -1.703 -2.523 -1.296
H -3.303 -2.600 -1.261
O -2.508 -2.086 -1.647
H -0.067 1.622 3.464
H 0.631 0.647 4.484
O -0.236 1.111 4.306
H 1.909 2.868 -1.753
H 0.488 3.364 -1.308
O 1.228 2.693 -1.076
H -0.692 -3.924 2.476
H -0.158 -2.400 2.704
O -0.954 -2.942 2.410
H 2.215 -1.274 -1.522
H 3.017 -2.543 -1.943
O 2.238 -2.205 -1.621
H 0.468 0.134 -2.310
H 1.498 0.987 -1.642
O 1.448 0.230 -2.192
H 0.809 -2.946 -0.916
H -0.053 -2.911 0.255
O -0.116 -3.140 -0.634
H 4.004 2.363 0.272
H 3.234 1.525 1.200
O 4.156 1.649 0.866

Properties
E_HOMO (spin up / spin down)   0.0614 / -4.7646 eV
Orbital gap (spin up / spin down)   3.106 / 7.728 eV
Charge   -1
⟨S²⟩   0.752
2S+1   2

Mulliken population analysis, charges in e, atoms 1 to 8: atom 1 (O): -0.52, atom 2 (C): -0.63, atom 3 (C): -0.53, atom 4 (N): 0.33, atom 5 (C): -0.10, atom 6 (N): -0.15, atom 7 (O): -0.67, atom 8 (H): 0.35